Entry 1:
DFT (ωB97M-V with the def2-TZVPD basis set) results for a cluster of 2 separate species, C5H9NO in total at a distorted geometry.

XYZ file:
```
16
Properties=species:S:1:pos:R:3:mulliken_charge:R:1
C 1.0309 1.2824 0.3361 -1.49
C -0.0754 0.4219 0.8803 0.53
O -1.3563 0.8699 0.3983 -0.51
C -0.0790 -0.9984 0.5096 -0.55
C -1.0752 -0.7029 -1.2986 -0.93
C 1.0940 -1.6349 0.1937 0.29
N 2.0711 -2.1495 -0.1497 -0.48
H 1.9928 0.9429 0.6797 0.40
H 0.9474 2.3237 0.6295 0.46
H 1.0541 1.2604 -0.7414 0.36
H -0.1299 0.5077 1.9539 0.21
H -1.2860 1.8278 0.3048 0.30
H -0.7379 -1.6164 1.1049 0.40
H -1.4799 -1.6801 -1.2279 0.35
H -0.1596 -0.6306 -1.8442 0.39
H -1.8460 -0.0193 -1.6607 0.28
```

Results
Energy above the lowest of the compared OMol25 structures with the same formula, charge and spin = 3.891 eV
Orbital gap = 9.8 eV

Entry 2:
DFT (ωB97M-V with the def2-TZVPD basis set) results for an isolated molecule of C5H9NO at a distorted geometry.

XYZ file:
```
16
Properties=species:S:1:pos:R:3:mulliken_charge:R:1
C -2.4285 -0.3030 0.0111 -1.26
C -0.9051 -0.4320 -0.3851 0.23
C -0.1726 -1.2791 0.5252 0.32
N 0.6379 -1.6789 1.2489 -0.59
C 0.3649 0.8946 -0.2793 -0.67
C 1.7833 0.5952 0.2219 -0.54
O 2.5386 -0.2315 -0.6271 -0.53
H -2.9522 0.4406 -0.5982 0.33
H -2.5603 -0.0358 1.0633 0.33
H -3.0033 -1.2436 -0.1248 0.35
H -0.8834 -0.8775 -1.3954 0.25
H 0.5203 1.2680 -1.2983 0.33
H 0.0064 1.6873 0.3929 0.35
H 1.9341 0.3554 1.2865 0.47
H 2.0338 1.6793 0.0711 0.27
H 3.0862 -0.8389 -0.1128 0.35
```

Results
SMILES string = C[C@H](C#N)CCO
Energy above the lowest of the compared OMol25 structures with the same formula, charge and spin = 2.802 eV
Orbital gap = 11.0 eV

Entry 3:
DFT (ωB97M-V with the def2-TZVPD basis set) results for a cluster of 2 separate species, C5H9NO in total at a distorted geometry.

XYZ file:
```
16
Properties=species:S:1:pos:R:3:mulliken_charge:R:1
C -1.0846 0.6930 1.6821 -1.29
C -0.1077 0.6757 0.5929 1.12
C 1.2535 0.4007 0.7916 -0.43
C 1.7550 0.2968 -0.5394 -0.55
N 0.7184 0.5481 -1.4882 -0.09
C -0.5189 0.7521 -0.7112 -0.97
H -0.7827 0.1746 2.5809 0.35
H -1.2813 1.6839 2.1662 0.30
H -2.1364 0.2988 1.4366 0.26
H 1.8622 -0.0637 1.6775 0.26
H 2.7473 0.2422 -0.8161 0.50
H 0.7113 0.9034 -2.4055 0.22
H -1.4190 1.1139 -1.2070 0.34
O -1.3124 -2.6067 -0.4065 -0.65
H -0.3869 -2.5446 -0.5595 0.30
H -1.6270 -1.7016 -0.0988 0.34
```

Results
SMILES string = Cc1cc[nH]c1.O
Energy above the lowest of the compared OMol25 structures with the same formula, charge and spin = 2.052 eV
Orbital gap = 9.4 eV

Entry 4:
DFT (ωB97M-V with the def2-TZVPD basis set) results for a cluster of 2 separate species, C5H9NO in total at a distorted geometry.

XYZ file:
```
16
Properties=species:S:1:pos:R:3:mulliken_charge:R:1
C 0.7857 -2.1753 0.1729 -1.21
C 0.0144 -0.9275 -0.1000 0.64
C -0.9978 -0.3422 0.6083 -0.67
C -1.3989 0.8450 -0.0871 -0.50
C -0.7171 0.8491 -1.2734 -0.47
N 0.1154 -0.2497 -1.3061 -0.11
H 1.8500 -1.9913 0.0722 0.34
H 0.4779 -2.9946 -0.4789 0.28
H 0.6119 -2.4832 1.2041 0.29
H -1.3136 -0.7477 1.5600 0.37
H -2.0844 1.5691 0.3157 0.41
H -0.4436 1.6976 -1.8850 0.34
H 1.0221 -0.2527 -1.7541 0.29
O 1.4553 1.8086 1.4337 -0.66
H 1.7663 1.5572 2.3077 0.31
H 0.5515 1.4577 1.3874 0.36
```

Results
SMILES string = Cc1ccc[nH]1.O
Energy above the lowest of the compared OMol25 structures with the same formula, charge and spin = 0.970 eV
Orbital gap = 9.2 eV

Entry 5:
DFT (ωB97M-V with the def2-TZVPD basis set) results for an isolated molecule of C5H9NO at a distorted geometry.

XYZ file:
```
16
Properties=species:S:1:pos:R:3:mulliken_charge:R:1
C 2.1364 -0.1936 0.1951 -1.08
C 0.8227 0.6110 0.3573 -0.63
C -0.2406 0.2427 -0.7205 -0.07
O -0.3156 -1.1934 -0.9409 -0.54
C -1.9754 -0.1875 -0.3560 -0.40
C -2.2416 0.6594 0.7496 0.43
N -2.3100 1.3213 1.6933 -0.48
H 2.6550 0.0514 -0.7394 0.29
H 2.8300 0.0154 1.0208 0.37
H 1.9663 -1.2753 0.1942 0.31
H 1.0816 1.6817 0.3511 0.35
H 0.3962 0.4223 1.3456 0.32
H 0.1729 0.6449 -1.6930 0.24
H -0.1465 -1.6040 -0.0907 0.33
H -2.3571 -1.2349 -0.0796 0.22
H -2.4744 0.0385 -1.2866 0.33
```

Results
SMILES string = CC[C@@H](O)CC#N
Energy above the lowest of the compared OMol25 structures with the same formula, charge and spin = 4.330 eV
Orbital gap = 9.8 eV

Entry 6:
DFT (ωB97M-V with the def2-TZVPD basis set) results for an isolated molecule of C5H9NO at a distorted geometry.

XYZ file:
```
16
Properties=species:S:1:pos:R:3:mulliken_charge:R:1
C 1.0414 0.9398 0.8290 -1.74
C 0.1946 0.0670 -0.0744 1.87
C 1.0749 -0.7317 -1.0482 -1.50
C -0.8119 -0.7070 0.7753 -0.57
O -1.9490 -0.8322 -0.0556 -0.38
C -1.8350 0.2724 -0.8669 -0.09
N -0.7280 0.8747 -0.9186 -0.63
H 1.7362 1.5420 0.2420 0.38
H 1.6121 0.2994 1.5122 0.35
H 0.4042 1.6066 1.4175 0.43
H 1.7993 -1.3372 -0.4963 0.31
H 0.4773 -1.3910 -1.6867 0.34
H 1.6175 -0.0333 -1.6998 0.38
H -0.7954 -1.1647 1.7525 0.36
H -1.0984 0.0605 1.7331 0.10
H -2.7398 0.5347 -1.4151 0.39
```

Results
SMILES string = CC1(C)COC=N1
Energy above the lowest of the compared OMol25 structures with the same formula, charge and spin = 2.955 eV
Orbital gap = 10.4 eV

Entry 7:
DFT (ωB97M-V with the def2-TZVPD basis set) results for an isolated molecule of C5H9NO at a distorted geometry.

XYZ file:
```
16
Properties=species:S:1:pos:R:3:mulliken_charge:R:1
C -0.5646 1.8711 -2.4208 -0.61
C -0.0365 0.8283 -0.5456 -0.72
N -1.0639 1.0995 -1.3888 0.05
O -0.3448 -0.1417 0.2512 -0.25
C 0.6561 -0.4613 1.0925 0.14
C 0.8987 -1.9137 1.2159 -0.58
C 0.1795 -1.1446 2.3052 -0.58
H 0.4046 2.4569 -2.0715 0.28
H -0.2990 1.2380 -3.2780 0.21
H -1.3228 2.5293 -2.5986 0.33
H -1.9811 0.4434 -1.2945 0.29
H 1.4856 0.2577 1.1318 0.49
H 0.2757 -2.5743 0.6109 0.23
H 1.9047 -2.2285 1.3972 0.25
H -0.8929 -1.3231 2.3767 0.22
H 0.7006 -0.9370 3.2164 0.25
```

Results
Energy above the lowest of the compared OMol25 structures with the same formula, charge and spin = 4.598 eV
Orbital gap = 9.7 eV

Entry 8:
DFT (ωB97M-V with the def2-TZVPD basis set) results for an isolated molecule of C5H9NO at a distorted geometry.

XYZ file:
```
16
Properties=species:S:1:pos:R:3:mulliken_charge:R:1
H 1.2112 2.0719 0.3379 0.39
N 2.1503 1.6034 0.3754 -0.70
C 1.6235 0.5657 -0.0999 0.57
C 2.1142 -0.7871 -0.5166 -0.92
O 0.2085 0.8259 -0.3742 -0.47
C -0.7538 0.2751 0.4911 0.07
C -1.5482 -0.8571 -0.0661 -0.49
C -2.2018 0.4851 0.1532 -0.61
H 1.4754 -1.5282 -0.0273 0.27
H 1.9727 -0.8850 -1.5983 0.27
H 3.1619 -1.0048 -0.2809 0.33
H -0.4871 0.2867 1.5504 0.33
H -1.3070 -1.1028 -1.0971 0.24
H -1.8007 -1.6937 0.5735 0.25
H -2.4479 1.0879 -0.7159 0.23
H -2.9153 0.5742 0.9728 0.23
```

Results
SMILES string = [H]/N=C(/C)OC1CC1
Energy above the lowest of the compared OMol25 structures with the same formula, charge and spin = 2.872 eV
Orbital gap = 10.7 eV

Entry 9:
DFT (ωB97M-V with the def2-TZVPD basis set) results for an isolated molecule of C5H9NO at a distorted geometry.

XYZ file:
```
16
Properties=species:S:1:pos:R:3:mulliken_charge:R:1
C -0.9317 -0.3110 1.2537 -1.61
C -0.0034 -0.1882 0.0385 1.83
C -0.3696 -1.2066 -1.0508 -1.69
C 1.4145 -0.4177 0.3783 -0.01
N 2.5689 -0.4204 0.4748 -0.59
C 0.0494 1.2921 -0.4568 -0.70
O 0.9860 2.0300 0.2894 -0.53
H -0.7239 0.4799 1.9801 0.38
H -1.9720 -0.2156 0.9173 0.39
H -0.8273 -1.2816 1.7475 0.39
H -0.3101 -2.2219 -0.6444 0.40
H -1.3889 -1.0505 -1.4159 0.39
H 0.3207 -1.1407 -1.8975 0.40
H -0.9272 1.7667 -0.3015 0.31
H 0.2686 1.3174 -1.5352 0.33
H 1.8538 1.5808 0.2127 0.32
```

Results
SMILES string = CC(C)(C#N)CO
Energy above the lowest of the compared OMol25 structures with the same formula, charge and spin = 1.211 eV
Orbital gap = 11.3 eV

Entry 10:
DFT (ωB97M-V with the def2-TZVPD basis set) results for a structure of composition C5H9NO at a distorted geometry.

XYZ file:
```
16
Properties=species:S:1:pos:R:3:mulliken_charge:R:1
C 1.0451 0.5760 1.3308 -0.87
C -0.3191 -0.8634 -0.2411 0.03
C 0.7436 -0.7243 -1.2645 -1.09
C -1.4587 0.0622 -0.4012 -0.48
O -1.1678 1.2795 -1.0734 -0.52
C 0.3875 -0.7723 1.5662 0.51
N 0.2388 -1.5571 2.4284 -0.60
H 0.4692 1.2507 0.6992 0.30
H 1.1797 1.0280 2.3168 0.32
H 2.0294 0.4107 0.8895 0.27
H 1.6392 -1.3044 -1.0234 0.33
H 1.0039 0.3023 -1.5558 0.30
H 0.2874 -1.1837 -2.1590 0.38
H -2.1603 -0.5638 -0.9946 0.40
H -1.9494 0.2424 0.5648 0.41
H -1.9686 1.8172 -1.0828 0.29
```

Results
Energy above the lowest of the compared OMol25 structures with the same formula, charge and spin = 5.659 eV
Orbital gap (spin up / spin down) = 7.6 / 7.9 eV

Entry 11:
DFT (ωB97M-V with the def2-TZVPD basis set) results for an isolated molecule of C5H9NO.

XYZ file:
```
16
Properties=species:S:1:pos:R:3:mulliken_charge:R:1
O 0.9535 -0.8850 1.7853 -0.54
C 1.3389 0.0485 0.8020 -0.16
C 0.2645 1.1607 0.6030 -0.49
C -0.3800 0.1622 -0.3578 0.46
C -1.5039 -0.0353 -1.2645 -0.53
N -1.4656 -0.7466 0.0340 -0.62
C 0.9795 -0.4791 -0.5961 -0.95
H 0.1551 -1.3282 1.4508 0.39
H 2.3678 0.3485 1.0084 0.41
H 0.6606 2.0295 0.0649 0.26
H -0.2771 1.4796 1.4991 0.32
H -1.2062 -0.6672 -2.0958 0.23
H -2.2966 0.6796 -1.4567 0.28
H -2.0904 -0.2495 0.6711 0.24
H 1.0124 -1.5627 -0.7461 0.36
H 1.5017 0.0356 -1.4107 0.33
```

Results
SMILES string = O[C@H]1C[C@]2(CN2)C1
Energy above the lowest of the compared OMol25 structures with the same formula, charge and spin = 2.868 eV
Orbital gap = 10.5 eV

Entry 12:
DFT (ωB97M-V with the def2-TZVPD basis set) results for a cluster of 2 separate species, C5H9NO in total.

XYZ file:
```
16
Properties=species:S:1:pos:R:3:mulliken_charge:R:1
H 0.6028 -2.6154 1.0639 0.26
N -0.1569 -1.9341 1.1136 -0.63
C 0.2592 -0.8481 1.6298 0.14
C -0.6660 0.3097 1.8513 -0.94
H 1.2982 -0.6983 1.9540 0.33
H -1.6208 0.1282 1.3516 0.27
H -0.8424 0.4384 2.9265 0.34
H -0.2249 1.2425 1.4818 0.25
C -0.8399 0.1607 -2.2658 -0.71
C 0.3323 0.0052 -1.6439 0.17
C 1.0908 1.1649 -1.1403 -0.13
O 2.1546 1.0929 -0.5613 -0.48
H -1.2718 1.1444 -2.4578 0.23
H -1.4260 -0.6902 -2.5960 0.26
H 0.7566 -0.9677 -1.4223 0.32
H 0.5866 2.1402 -1.2986 0.32
```

Results
SMILES string = [H]/N=C/C.C=CC=O
Energy above the lowest of the compared OMol25 structures with the same formula, charge and spin = 2.284 eV
Orbital gap = 10.2 eV

Entry 13:
DFT (ωB97M-V with the def2-TZVPD basis set) results for a cluster of 2 separate species, C5H9NO in total at a distorted geometry.

XYZ file:
```
16
Properties=species:S:1:pos:R:3:mulliken_charge:R:1
C 2.4250 0.6853 -0.3099 -0.76
O 1.0174 0.7813 -0.1535 -0.45
C -0.7703 -0.0350 0.1216 1.70
C -1.3499 -0.6167 -1.1528 -1.34
C -0.8866 -0.9279 1.3377 -1.32
C -0.9827 1.3655 0.3330 -0.27
N -0.6717 2.4805 0.4002 -0.46
H 2.9544 1.1458 0.5499 0.24
H 2.8407 -0.3171 -0.4399 0.28
H 2.7307 1.2773 -1.1976 0.23
H -0.8538 -1.5621 -1.3796 0.35
H -1.2436 0.0742 -1.9888 0.36
H -2.4251 -0.8495 -1.0427 0.36
H -1.9403 -1.1654 1.5721 0.36
H -0.4488 -0.4550 2.2161 0.36
H -0.3953 -1.8811 1.1340 0.35
```

Results
Energy above the lowest of the compared OMol25 structures with the same formula, charge and spin = 4.889 eV
Orbital gap = 8.7 eV

Entry 14:
DFT (ωB97M-V with the def2-TZVPD basis set) results for a structure of composition C5H9NO at a distorted geometry.

XYZ file:
```
16
Properties=species:S:1:pos:R:3:mulliken_charge:R:1
C 0.2723 1.5586 0.8702 -1.25
C -1.7800 -1.1220 0.6985 -1.16
C 0.8951 -0.1996 -0.9941 0.35
C 0.3711 0.2400 0.1902 -0.06
N 1.8204 0.2945 -1.8676 -0.49
C -0.3103 -1.0240 0.4502 0.48
O 0.3734 -1.4122 -1.1723 -0.57
H 1.7460 -0.0121 -2.8242 0.24
H 2.1520 1.2332 -1.7230 0.21
H 0.2585 -1.8408 0.8936 0.31
H 0.1499 2.3757 0.1538 0.33
H 1.1439 1.8103 1.4829 0.29
H -0.5930 1.6197 1.5385 0.32
H -1.9611 -1.6150 1.6593 0.33
H -2.2498 -1.7471 -0.0628 0.32
H -2.2885 -0.1592 0.7069 0.34
```

Results
Energy above the lowest of the compared OMol25 structures with the same formula, charge and spin = 2.765 eV
Orbital gap = 8.2 eV

Entry 15:
DFT (ωB97M-V with the def2-TZVPD basis set) results for an isolated molecule of C5H9NO at a distorted geometry.

XYZ file:
```
16
Properties=species:S:1:pos:R:3:mulliken_charge:R:1
C 0.3521 0.6862 1.9522 -1.33
C 0.3682 -0.2660 0.7569 -0.32
C -0.3180 0.3235 -0.4758 -0.02
O 0.2124 1.5851 -0.8409 -0.53
C -0.1179 -0.5386 -1.7260 -0.51
C -0.6792 -1.8841 -1.5842 0.24
N -1.1297 -2.9416 -1.4626 -0.43
H -0.6671 1.0112 2.1970 0.33
H 0.7666 0.2079 2.8456 0.37
H 0.9611 1.5729 1.7468 0.33
H -0.1353 -1.2037 1.0200 0.37
H 1.4066 -0.5125 0.4980 0.27
H -1.3987 0.4094 -0.2765 0.24
H 0.0085 2.2068 -0.1314 0.34
H 0.9551 -0.6141 -1.9361 0.31
H -0.5847 -0.0424 -2.5829 0.33
```

Results
SMILES string = CC[C@@H](O)CC#N
Energy above the lowest of the compared OMol25 structures with the same formula, charge and spin = 0.944 eV
Orbital gap = 11.6 eV

Number 1: total energy -325.7946 hartree. Number 2: total energy -325.8346 hartree. Number 3: total energy -325.8621 hartree. Number 4: total energy -325.9019 hartree. Number 5: total energy -325.7784 hartree. Number 6: total energy -325.8290 hartree. Number 7: total energy -325.7686 hartree. Number 8: total energy -325.8320 hartree. Number 9: total energy -325.8931 hartree. Number 10: total energy -325.7296 hartree. Number 11: total energy -325.8322 hartree. Number 12: total energy -325.8536 hartree. Number 13: total energy -325.7579 hartree. Number 14: total energy -325.8359 hartree. Number 15: total energy -325.9029 hartree.